(one)
Entry from OMol25: a structure of composition C10H9I2LuN3O4RuS (wB97M-V/def2-TZVPD).

Geometry as XYZ:
```
31
Properties=species:S:1:pos:R:3
I 2.92917 -1.09011 2.38045
I 3.41234 2.27003 1.65520
Lu 0.94719 0.88630 1.72427
Ru -0.91009 -1.17575 0.16077
S 1.03691 -0.57315 -0.98848
C -1.73959 -2.43865 -0.93754
C -1.40257 -1.73304 1.94064
C 0.58519 -0.09948 -2.73367
C 1.59528 0.90774 -3.24706
C -0.82965 0.44348 -2.79305
C 0.75298 -1.34030 -3.61753
C -1.01025 2.61530 2.17138
C -1.95692 0.32648 0.04761
O -1.81378 -2.07022 2.97487
O -2.40719 -3.15982 -1.57010
O -1.95687 3.18932 2.49965
O -2.43677 1.40756 0.13280
H 1.35912 1.17051 -4.28191
H 2.59142 0.47236 -3.27948
H 1.62800 1.84157 -2.69541
H -1.04077 0.65496 -3.84976
H -0.93300 1.38614 -2.24013
H -1.55260 -0.31948 -2.47003
H 0.49887 -1.06950 -4.65795
H 0.08758 -2.14026 -3.26643
H 1.79772 -1.66972 -3.54805
N 0.38478 0.79226 3.85755
C 0.32455 0.36068 4.96463
N 0.30395 -0.29909 6.03628
C 0.01369 0.10646 7.25120
N -0.25864 0.34743 8.37926
```

The LUMO energy (spin up / spin down) comes out at -16.9 / -18.7 eV. The calculation puts the HOMO energy (spin up / spin down) at -22.569 / -22.267 eV. The calculation puts the orbital gap (spin up / spin down) at 5.703 / 3.563 eV. As for the multiplicity: 6. The net charge is +4. As for the expectation value of S²: 8.836.

Mulliken population analysis, charges in e, atoms 1 to 6: 0.1626 0.3226 0.9415 0.4548 0.0946 0.4479

=====

(two)
Entry from OMol25: a structure of composition C10H9I2LuN3O4RuS (wB97M-V/def2-TZVPD).

Geometry as XYZ:
```
31
Properties=species:S:1:pos:R:3
I -2.75586 -0.95858 3.03277
I 0.31592 -1.41933 4.18032
Lu -0.39653 0.46775 2.06654
Ru -0.80193 0.79593 -1.19765
S -0.26363 -1.33094 -0.28915
C -1.25997 0.55160 -3.00207
C -1.98511 2.06985 -0.52236
C 1.00299 -2.16340 -1.40253
C 1.81575 -3.20814 -0.63381
C 1.87076 -1.09430 -2.05483
C 0.24199 -2.95898 -2.46160
C 1.53391 2.39071 2.06065
C 0.86784 1.63620 -0.96960
O -2.73119 2.88873 -0.15339
O -1.53006 0.47068 -4.13667
O 2.17258 3.33635 2.07015
O 1.92524 2.12499 -0.78314
H 2.54474 -3.63344 -1.34209
H 1.13749 -4.01159 -0.31503
H 2.35459 -2.77536 0.22383
H 2.58779 -1.59412 -2.71677
H 2.44219 -0.53827 -1.30402
H 1.24950 -0.40799 -2.65845
H 0.97477 -3.43176 -3.12721
H -0.44758 -2.36561 -3.06500
H -0.31901 -3.75825 -1.96954
N -1.15300 2.18354 3.12909
C -1.99574 2.92226 3.53872
N -3.00492 3.61021 3.83590
C -3.10648 4.63800 4.63564
N -3.28704 5.56322 5.33130
```

The LUMO energy (spin up / spin down) comes out at -16.2 / -17.7 eV. The calculation puts the HOMO energy (spin up / spin down) at -22.735 / -23.085 eV. The calculation puts the orbital gap (spin up / spin down) at 6.545 / 5.433 eV. As for the multiplicity: 6. The net charge is +4. As for the expectation value of S²: 8.800.

Mulliken population analysis, charges in e, atoms 1 to 6: 0.3461 0.4791 0.9411 0.3657 -0.0387 0.4393

=====

The least stable of them is (one).

=====

(one)
Entry from OMol25: an isolated molecule of C3H6ClNS (wB97M-V/def2-TZVPD).

Geometry as XYZ:
```
12
Properties=species:S:1:pos:R:3
Cl -1.58462 1.38216 1.43197
C -0.29639 0.77784 0.16276
C 0.68601 -0.09766 0.95184
N 1.27253 -0.90644 -0.13813
S 0.08049 -1.60064 -1.07268
C -1.02312 -0.05709 -0.90070
H 0.37226 1.59199 -0.15882
H 1.47804 0.49208 1.27241
H 0.17060 -0.85599 1.54739
H 1.90039 -0.45145 -0.69182
H -1.92454 -0.61498 -0.51572
H -1.13164 0.34019 -1.88851
```

The LUMO energy comes out at 0.6 eV. The calculation puts the HOMO energy at -8.699 eV. The calculation puts the orbital gap at 9.274 eV. Its structure (SMILES) is Cl[C@H]1CNSC1. The net charge is 0.

Mulliken population analysis, charges in e, atoms 1 to 6: -0.2352 0.1156 -0.7473 -0.3948 -0.0734 -0.6529

=====

(two)
Entry from OMol25: a cluster of 2 separate species, C3H6ClNS in total (wB97M-V/def2-TZVPD).

Geometry as XYZ:
```
12
Properties=species:S:1:pos:R:3
C -0.08396 0.50594 -0.37669
C -1.11849 0.14443 2.24548
C 1.44855 -1.22897 -2.02244
N -0.25092 1.59669 -0.88461
S -0.16593 -0.61597 0.83333
Cl 1.82883 -0.29407 -3.37998
H -0.72205 -0.29305 3.15246
H -2.16502 -0.10730 2.12946
H -0.97196 1.21798 2.23903
H 0.67110 -1.95423 -2.15067
H 2.23222 -1.37823 -1.30561
H -0.70237 2.40679 -0.47976
```

The LUMO energy (spin up / spin down) comes out at 0.2 / 0.5 eV. The calculation puts the HOMO energy (spin up / spin down) at -7.942 / -7.367 eV. The calculation puts the orbital gap (spin up / spin down) at 8.190 / 7.877 eV. The net charge is 0.

Mulliken population analysis, charges in e, atoms 1 to 6: 0.2291 -0.8406 -0.6291 -0.4201 -0.0025 -0.1348

=====

The least stable of them is (two).